#1
DFT (wB97M-V/def2-TZVPD) results for 2 unconnected molecules or ions with the total composition C3H4ClNO2.

Calculated values
Net charge: 0
Kohn-Sham gap: 11.4 eV
SMILES: COC=O.N#CCl
Spin multiplicity: 1
E_LUMO: 0.019 Eh

Cartesian coordinates (Å):
C: -4.459 -0.279 -0.493
C: -1.180 -0.154 1.109
C: -0.011 -0.906 -0.737
N: -3.910 -1.101 -1.118
O: -1.539 0.846 0.585
O: -0.421 -1.135 0.589
Cl: -5.210 0.870 0.376
H: 0.784 -1.633 -0.986
H: 0.446 0.140 -0.912
H: -0.808 -1.075 -1.392
H: -1.427 -0.509 2.222


#2
DFT (wB97M-V/def2-TZVPD) results for 2 unconnected molecules or ions with the total composition C3H4ClNO2.

Calculated values
Net charge: 0
Kohn-Sham gap: 9.9 eV
SMILES: O=CC#[N+][O-].CCl
Spin multiplicity: 1
E_LUMO: -0.022 Eh

Cartesian coordinates (Å):
C: 1.408 -0.177 0.911
C: -0.465 -0.188 -1.517
C: 0.091 0.385 1.126
N: -0.922 0.788 1.532
O: 2.080 0.238 0.014
O: -1.913 1.216 2.051
Cl: 0.043 -1.837 -1.126
H: 1.535 -0.818 1.707
H: -1.407 0.027 -1.038
H: -0.645 -0.179 -2.598
H: 0.196 0.545 -1.062


Here are the energies relative to the best structure, in kJ/mol: #1 0.0; #2 262.0.


#1
DFT (wB97M-V/def2-TZVPD) results for C7H6N4O2 in the gas phase.

Calculated values
Net charge: 0
Kohn-Sham gap: 9.4 eV
SMILES: Oc1nnnn1Oc1ccccc1
Spin multiplicity: 1
E_LUMO: 0.002 Eh

Cartesian coordinates (Å):
C: 1.057 -1.762 2.539
C: 0.244 -0.644 2.935
C: 1.239 -1.841 1.151
C: -0.440 0.185 2.012
C: 0.469 -1.134 0.243
C: -0.381 -0.113 0.632
C: -0.549 1.939 -2.622
N: -0.353 1.317 -3.758
N: -0.931 0.872 -1.663
N: -0.618 0.013 -3.520
N: -0.942 -0.263 -2.359
O: -0.336 3.189 -2.200
O: -1.285 0.634 -0.156
H: 1.530 -2.416 3.382
H: 0.131 -0.464 3.958
H: 1.914 -2.604 0.817
H: -1.126 0.888 2.462
H: 0.533 -1.411 -0.872
H: -0.157 3.614 -2.980


#2
DFT (wB97M-V/def2-TZVPD) results for C7H6N4O2 in the gas phase.

Calculated values
Net charge: 0
Kohn-Sham gap: 8.7 eV
SMILES: Cn1cnnc1OC1=NC(=O)C=C1
Spin multiplicity: 1
E_LUMO: -0.045 Eh

Cartesian coordinates (Å):
C: 3.105 0.400 0.224
C: 1.039 0.281 -0.157
C: -3.114 1.415 -0.265
C: -1.750 1.330 -0.143
C: -3.656 -0.014 -0.137
C: -1.494 -0.116 -0.182
C: 2.003 -1.920 0.345
N: 2.643 1.591 -0.035
N: 1.304 1.518 -0.224
N: 2.165 -0.525 0.072
N: -2.552 -0.905 -0.123
O: -4.753 -0.425 -0.110
O: -0.146 -0.548 -0.336
H: 4.121 0.350 0.121
H: -3.716 2.271 -0.153
H: -0.965 2.057 -0.169
H: 1.660 -2.195 1.353
H: 1.177 -2.250 -0.279
H: 2.930 -2.318 0.199


Here are the energies relative to the best structure, in kJ/mol: #1 203.4; #2 0.0.


#1
DFT (wB97M-V/def2-TZVPD) results for C4H6N2O2 in the gas phase.

Calculated values
Net charge: 0
Kohn-Sham gap (spin up / spin down): 7.8 / 7.8 eV
Spin multiplicity: 1
E_LUMO (spin up / spin down): 0.006 / 0.006 Eh

Cartesian coordinates (Å):
C: -1.472 0.921 -0.704
C: -1.831 0.278 0.485
C: 0.715 1.706 -0.119
C: 2.211 0.079 -0.596
N: -0.257 1.328 -0.802
N: -0.941 0.135 1.366
O: -1.254 -0.461 2.593
O: 1.922 1.371 -0.096
H: -2.214 0.899 -1.472
H: -2.861 -0.321 0.642
H: 2.321 -0.512 0.332
H: 3.146 0.038 -1.063
H: 1.560 -0.035 -1.490
H: -2.095 -0.860 2.538


#2
DFT (wB97M-V/def2-TZVPD) results for a molecular structure, C4H6N2O2.

Calculated values
Net charge: 0
Kohn-Sham gap: 8.2 eV
Spin multiplicity: 1
E_LUMO: 0.019 Eh

Cartesian coordinates (Å):
C: 1.898 0.111 -1.635
C: 0.694 -0.003 -0.636
C: -0.423 -0.361 0.931
C: -1.332 -0.124 -0.019
H: 1.919 1.172 -2.168
H: 1.764 -0.563 -2.525
H: 2.861 -0.072 -0.999
H: 0.271 -0.062 2.830
H: -1.476 -0.017 2.709
H: -3.305 0.094 -0.548
N: 0.817 -0.374 0.642
N: -0.538 -0.323 2.357
O: -2.571 0.494 0.195
O: -0.578 0.027 -1.132


Here are the energies relative to the best structure, in kJ/mol: #1 315.3; #2 0.0.


#1
DFT (wB97M-V/def2-TZVPD) results for C4H6N2O2 in the gas phase.

Calculated values
Net charge: 0
Kohn-Sham gap: 9.9 eV
SMILES: O=CNC(=O)N1CC1
Spin multiplicity: 1
E_LUMO: -0.007 Eh

Cartesian coordinates (Å):
C: -2.420 0.039 -1.076
C: -0.028 -0.627 -0.282
C: 1.704 0.769 0.492
C: 1.004 0.275 1.707
H: -2.959 -0.575 -1.820
H: -1.319 -1.750 -1.364
H: 2.221 0.353 -0.499
H: 2.138 1.938 0.630
H: 1.050 -0.855 1.701
H: 1.077 0.931 2.695
N: -1.456 -1.114 -0.510
N: 0.212 0.551 0.413
O: -2.208 1.353 -1.099
O: 0.985 -1.288 -0.988


#2
DFT (wB97M-V/def2-TZVPD) results for C4H6N2O2 in the gas phase.

Calculated values
Net charge: 0
Kohn-Sham gap (spin up / spin down): 8.2 / 8.2 eV
Spin multiplicity: 1
E_LUMO (spin up / spin down): 0.013 / 0.013 Eh

Cartesian coordinates (Å):
N: -0.317 -0.516 1.574
C: -0.820 0.423 -0.932
C: 0.750 -0.376 0.842
C: -0.900 -0.789 -1.483
C: 1.945 0.127 0.712
O: -0.304 1.496 -1.572
N: -1.544 -0.139 1.258
O: -1.514 0.795 0.238
H: -0.232 2.224 -0.942
H: -0.343 -1.237 2.293
H: -1.252 -1.628 -0.911
H: -0.466 -0.958 -2.451
H: 2.598 -0.198 -0.085
H: 2.399 0.774 1.457


Here are the energies relative to the best structure, in kJ/mol: #1 0.0; #2 57.1.